i:
Below is an isolated ion of composition C3H9N2O and charge +1, with properties calculated with ωB97M-V/def2-TZVPD.

HOMO energy = -14.16 eV
structure (SMILES) = CNC(=O)C[NH3+]
LUMO = -3.68 eV
gap between HOMO and LUMO = 10.48 eV
charge = +1

The geometry in XYZ format:
```
15
C3H9N2O | OMol25 | ωB97M-V/def2-TZVPD
C 0.2421 -0.7089 2.0662
N 1.0007 -0.7596 0.8347
C 0.5055 -0.5148 -0.3913
O 0.8838 -1.0171 -1.4266
C -0.6097 0.5556 -0.4637
N -0.5643 1.0142 -1.8821
H -0.7604 -1.1232 1.9346
H 0.7474 -1.3016 2.8335
H 0.1057 0.2864 2.5038
H 1.9113 -1.1922 0.8338
H -1.5894 0.1262 -0.2788
H -0.3451 1.3724 0.1925
H -0.3728 0.1929 -2.4807
H -1.4105 1.4718 -2.2153
H 0.2559 1.5979 -2.0607
```



ii:
Below is C3H9N2O as an isolated structure, with properties calculated with ωB97M-V/def2-TZVPD.

HOMO energy (spin up / spin down) = -11.81 / -11.81 eV
LUMO (spin up / spin down) = -3.85 / -3.85 eV
gap between HOMO and LUMO (spin up / spin down) = 7.97 / 7.97 eV
charge = +1

The geometry in XYZ format:
```
15
C3H9N2O | OMol25 | ωB97M-V/def2-TZVPD
C 2.1746 1.2538 -0.6147
C -1.6884 -0.0304 0.0231
C 0.7180 -0.6476 -0.1981
N 1.6168 0.2239 -0.6299
N -0.6296 -0.7442 -0.7621
O 0.9356 -1.8819 0.2305
H 2.9654 1.8526 -1.0089
H -0.1040 0.0361 2.7223
H -1.4859 -0.3579 0.9969
H -1.6045 1.1097 0.0634
H -2.7726 -0.2992 -0.2468
H 0.0786 -0.1641 1.9596
H -0.8369 -1.7299 -0.8170
H -0.7578 -0.3228 -1.7390
H 1.7394 -1.9406 0.8120
```



iii:
Below is a 2-piece molecular cluster, C3H9N2O overall, with properties calculated with ωB97M-V/def2-TZVPD.

HOMO energy = -12.96 eV
LUMO = -4.19 eV
gap between HOMO and LUMO = 8.77 eV
charge = +1

The geometry in XYZ format:
```
15
C3H9N2O | OMol25 | ωB97M-V/def2-TZVPD
C 1.4890 -0.2173 -0.1237
C -1.9127 0.3380 0.8199
C -0.8273 0.3232 -0.1945
N 2.6735 -0.8768 -0.1585
N 0.2496 -0.5683 -0.0184
O -0.3023 1.4238 -0.8319
H 1.5488 0.7798 -0.3607
H -1.9786 -0.6427 1.2920
H -1.8821 1.0893 1.7055
H -2.7924 0.5921 0.3915
H -1.7100 -0.5710 -1.5652
H 3.5744 -0.3993 -0.2790
H 2.8026 -1.8963 0.0281
H -0.0461 -1.5115 0.3932
H -0.8862 2.1370 -1.0982
```



Short version: ii is the least stable of them.



i:
Below is one molecule with the formula C3H2F4O, with properties calculated with ωB97M-V/def2-TZVPD.

HOMO energy (spin up / spin down) = -9.25 / -9.62 eV
LUMO (spin up / spin down) = -0.69 / -0.09 eV
gap between HOMO and LUMO (spin up / spin down) = 8.55 / 9.53 eV
charge = 0

The geometry in XYZ format:
```
10
C3H2F4O | OMol25 | ωB97M-V/def2-TZVPD
C -1.0448 -0.4925 -0.6058
C -0.6164 0.4778 0.4080
C 1.4171 -0.3026 0.0075
O 0.6687 0.3055 0.8802
F -1.0886 -1.7332 -0.1144
F -0.6758 1.7525 -0.1809
F 1.9453 0.5401 -0.9021
F 2.3463 -1.0758 0.4967
H -1.7889 -0.1730 -1.3941
H -1.1628 0.7012 1.4049
```



ii:
Below is one molecule with the formula C3H2F4O, with properties calculated with ωB97M-V/def2-TZVPD.

HOMO energy = -10.53 eV
structure (SMILES) = O=C(CF)C(F)(F)F
LUMO = 0.13 eV
gap between HOMO and LUMO = 10.66 eV
charge = 0

The geometry in XYZ format:
```
10
C3H2F4O | OMol25 | ωB97M-V/def2-TZVPD
O -0.5749 1.5306 0.3723
C -0.1458 0.4406 0.1692
C 1.1594 -0.0035 1.0546
F 2.1839 0.7677 0.6340
C -1.0491 -0.3450 -1.0652
F -0.9636 -1.6710 -1.0428
F -0.6475 0.0933 -2.2470
F -2.3078 0.0035 -0.8622
H 0.9259 0.2356 2.0880
H 1.4195 -1.0519 0.8993
```



iii:
Below is a 2-piece molecular cluster, C3H2F4O overall, with properties calculated with ωB97M-V/def2-TZVPD.

HOMO energy (spin up / spin down) = -12.18 / -8.26 eV
LUMO (spin up / spin down) = -0.22 / -2.94 eV
gap between HOMO and LUMO (spin up / spin down) = 11.96 / 5.31 eV
charge = 0

The geometry in XYZ format:
```
10
C3H2F4O | OMol25 | ωB97M-V/def2-TZVPD
C 0.2558 0.1128 0.0656
C 1.0509 0.4286 -1.1931
C 1.1643 0.4535 1.1486
O 1.1034 1.4379 -1.8117
F 1.8896 -0.5920 -1.5536
F 1.0524 1.5630 1.7869
F 2.1666 -0.3066 1.5915
F 2.7606 2.6258 -1.3513
H -0.5478 0.7854 0.1805
H 0.0585 -1.0576 0.1084
```



Short version: iii is the least stable of them.



i:
Below is one molecule with the formula C3HF3O, with properties calculated with ωB97M-V/def2-TZVPD.

HOMO energy = -9.29 eV
structure (SMILES) = FC(F)(F)C1=CO1
LUMO = 0.10 eV
gap between HOMO and LUMO = 9.38 eV
charge = 0

The geometry in XYZ format:
```
8
C3HF3O | OMol25 | ωB97M-V/def2-TZVPD
F 1.7685 0.6103 -0.4898
C 1.1176 -0.4801 -0.0915
F 1.6700 -0.8477 1.0458
F 1.3077 -1.4835 -0.9532
C -0.5712 -0.2209 0.1611
C -1.5056 0.6901 0.3056
O -1.5690 0.5676 -0.9980
H -2.2180 1.1642 1.0199
```



ii:
Below is C3HF3O as an isolated structure, with properties calculated with ωB97M-V/def2-TZVPD.

HOMO energy = -9.97 eV
LUMO = 0.24 eV
gap between HOMO and LUMO = 10.21 eV
charge = 0

The geometry in XYZ format:
```
8
C3HF3O | OMol25 | ωB97M-V/def2-TZVPD
C 1.1730 0.8409 -0.7667
C 0.0644 -0.4544 0.1202
C -1.1312 -0.3732 0.6666
O 2.0869 0.4684 -1.3785
F 0.6261 -1.6457 -0.1024
F -1.8271 -1.4213 1.0932
F -1.7770 0.7515 0.9189
H 0.7848 1.8336 -0.5513
```



Short version: i is the least stable of them.



i:
Below is one molecule with the formula C2H3N3, with properties calculated with ωB97M-V/def2-TZVPD.

HOMO energy = -10.58 eV
structure (SMILES) = [H]/N=C(\N)C#N
LUMO = 0.52 eV
gap between HOMO and LUMO = 11.09 eV
charge = 0

The geometry in XYZ format:
```
8
C2H3N3 | OMol25 | ωB97M-V/def2-TZVPD
H 1.9067 0.4455 -1.4647
N 1.4460 0.4702 -0.5814
C 0.2556 0.1275 -0.3683
N -0.8178 0.0410 -1.2797
C -0.2300 -0.0940 1.0102
N -0.6458 -0.5245 2.0070
H -1.3540 -0.7872 -1.1405
H -0.5831 0.2337 -2.2679
```



ii:
Below is one molecule with the formula C2H3N3, with properties calculated with ωB97M-V/def2-TZVPD.

HOMO energy = -8.62 eV
LUMO = 0.43 eV
gap between HOMO and LUMO = 9.05 eV
charge = 0

The geometry in XYZ format:
```
8
C2H3N3 | OMol25 | ωB97M-V/def2-TZVPD
N 1.1138 0.6405 0.1376
C 0.2453 -0.1420 0.6636
C -0.9042 -0.5223 -0.1218
N -0.7951 0.0676 -1.2986
N -0.1180 0.7652 -1.9049
H 1.8952 0.8665 0.7421
H 0.3038 -0.5525 1.6753
H -1.7376 -1.1591 0.1253
```



Short version: ii is the least stable of them.



i:
Below is one molecule with the formula C2H3N3, with properties calculated with ωB97M-V/def2-TZVPD.

HOMO energy = -10.00 eV
structure (SMILES) = c1nnc[nH]1
LUMO = 0.74 eV
gap between HOMO and LUMO = 10.74 eV
charge = 0

The geometry in XYZ format:
```
8
C2H3N3 | OMol25 | ωB97M-V/def2-TZVPD
C 0.1082 -1.0655 -0.0336
N 0.1395 -0.8574 1.2505
N -0.0420 0.4949 1.3923
C -0.0891 1.0847 0.2230
N -0.0265 0.1121 -0.7279
H 0.1953 -2.0260 -0.5177
H -0.4593 2.1037 0.1319
H 0.1740 0.1535 -1.7187
```



ii:
Below is a 2-piece molecular cluster, C2H3N3 overall, with properties calculated with ωB97M-V/def2-TZVPD.

HOMO energy = -8.21 eV
LUMO = 0.83 eV
gap between HOMO and LUMO = 9.04 eV
charge = 0

The geometry in XYZ format:
```
8
C2H3N3 | OMol25 | ωB97M-V/def2-TZVPD
C -1.9376 -0.3804 1.1799
C 0.9150 -0.2174 0.2705
N 1.2007 0.3220 -2.0317
N -1.6449 0.5128 0.5346
N 1.2544 0.1968 -0.7882
H -2.2045 -0.9459 2.0350
H 1.0972 -0.7577 1.1274
H 1.3196 1.2697 -2.3275
```



iii:
Below is one molecule with the formula C2H3N3, with properties calculated with ωB97M-V/def2-TZVPD.

HOMO energy = -10.26 eV
structure (SMILES) = [H]/N=C(/N)C#N
LUMO = 0.29 eV
gap between HOMO and LUMO = 10.56 eV
charge = 0

The geometry in XYZ format:
```
8
C2H3N3 | OMol25 | ωB97M-V/def2-TZVPD
H 0.0566 2.0338 0.1413
N 0.8622 1.3577 -0.0163
C 0.5160 0.1455 0.0447
N 1.2395 -0.9642 -0.0841
C -0.9302 -0.2671 -0.0548
N -2.1797 -0.1426 0.0172
H 0.6902 -1.8387 0.3191
H 2.2839 -1.2221 0.1826
```



iv:
Below is one molecule with the formula C2H3N3, with properties calculated with ωB97M-V/def2-TZVPD.

HOMO energy = -10.05 eV
structure (SMILES) = [H]/N=C/N1C=N1
LUMO = 0.83 eV
gap between HOMO and LUMO = 10.88 eV
charge = 0

The geometry in XYZ format:
```
8
C2H3N3 | OMol25 | ωB97M-V/def2-TZVPD
H 1.1195 1.9876 -0.2120
N 0.4309 1.2451 -0.3263
C 0.8773 0.1324 0.0810
N 0.1058 -1.0571 -0.0601
C -1.2315 -0.7431 -0.3769
N -1.2314 -1.0038 0.8333
H 1.8651 -0.0520 0.5129
H -1.8428 -0.4212 -1.2092
```



Short version: ii is the least stable of them.



i:
Below is one molecule with the formula C2H3N3, with properties calculated with ωB97M-V/def2-TZVPD.

HOMO energy = -8.68 eV
LUMO = 0.39 eV
gap between HOMO and LUMO = 9.07 eV
charge = 0

The geometry in XYZ format:
```
8
C2H3N3 | OMol25 | ωB97M-V/def2-TZVPD
N -0.2978 0.1259 -0.5088
C 0.9669 -0.5539 0.2246
N -0.0303 -1.3052 -0.3318
C -1.3059 0.7096 0.1849
N -2.1617 1.1451 0.8183
H -0.0748 0.5451 -1.4114
H 1.9735 -0.5058 -0.2263
H 0.9301 -0.1609 1.2505
```



ii:
Below is one molecule with the formula C2H3N3, with properties calculated with ωB97M-V/def2-TZVPD.

HOMO energy = -10.26 eV
structure (SMILES) = c1cn[nH]n1
LUMO = 1.22 eV
gap between HOMO and LUMO = 11.48 eV
charge = 0

The geometry in XYZ format:
```
8
C2H3N3 | OMol25 | ωB97M-V/def2-TZVPD
C -0.6828 0.7400 0.1695
C -0.7615 -0.6206 -0.1672
N 0.4718 -1.1161 -0.2112
N 1.2216 -0.0740 0.0907
N 0.5972 1.0627 0.3274
H -1.4621 1.4757 0.3055
H -1.6188 -1.2451 -0.3728
H 2.2281 -0.1337 0.1182
```



iii:
Below is one molecule with the formula C2H3N3, with properties calculated with ωB97M-V/def2-TZVPD.

HOMO energy = -9.92 eV
structure (SMILES) = c1nnc[nH]1
LUMO = 0.59 eV
gap between HOMO and LUMO = 10.51 eV
charge = 0

The geometry in XYZ format:
```
8
C2H3N3 | OMol25 | ωB97M-V/def2-TZVPD
C -0.1828 -1.1050 0.0215
N -1.3911 -0.6220 0.0578
N -1.3453 0.7265 0.0538
C -0.1009 1.0596 0.0684
N 0.6971 -0.0619 0.0156
H 0.1313 -2.1661 0.1882
H 0.4114 2.0981 -0.1544
H 1.7803 0.0709 -0.2509
```



Short version: i is the least stable of them.